{
  "formula": "C4H9N3O",
  "method": "ωB97M-V/def2-TZVPD",
  "symbols": ["C", "C", "C", "C", "H", "H", "H", "H", "H", "H", "H", "H", "H", "N", "N", "N", "O"],
  "positions_angstrom": [[-2.4026, -0.2273, 0.0997], [-1.1749, -1.1878, -0.3505], [-0.0051, -0.5877, -0.4355], [1.4877, 1.2915, -0.1141], [-3.5731, -0.6316, -0.0070], [-2.0841, -0.2498, 1.3044], [-2.3346, 0.8701, -0.6116], [-1.5563, -2.1382, -0.7654], [1.2041, -1.3078, -0.4242], [-1.5167, 1.9494, 0.4729], [1.6018, 2.2735, -0.6932], [2.2464, -0.5808, 1.4818], [3.6139, -1.2004, 0.2803], [0.2083, 0.6819, 0.2566], [2.4410, 0.3893, -0.3934], [2.5183, -0.9856, 0.1047], [-0.6743, 1.6413, -0.2055]],
  "atomic_forces_ev_per_a": [[-1.01, -0.14, 0.32], [-3.90, 1.82, -1.10], [3.50, -2.79, 1.46], [1.40, -5.79, -2.69], [3.44, 0.61, 0.30], [-1.45, 1.21, -2.89], [-0.72, -3.90, 2.67], [1.16, 0.42, 0.23], [-3.84, 1.88, -0.51], [3.94, -1.83, -1.96], [-0.58, -1.38, 1.46], [0.66, -2.24, -4.44], [-2.93, 0.89, -0.97], [1.18, 1.42, -0.41], [0.91, 2.97, 0.76], [1.87, 3.23, 6.12], [-3.62, 3.62, 1.65]],
  "homo_lumo_gap_ev": 8.25,
  "homo_ha": -0.3060,
  "e_lumo_ev": -0.077,
  "de_lowest_kj_mol": 1173.3,
  "total_energy_ev": -10800.3016
}